81
Properties=species:S:1:pos:R:3 method="wB97M-V/def2-TZVPD" total_charge=+2 spin_multiplicity=1 fmax_ev_per_a=1.71 e_homo_ha=-0.4751 energy_ev=-141180.778
N -5.04976 -0.82127 3.36249
C -4.07418 -0.08447 3.90321
C -3.17958 0.66238 3.12637
C -3.36582 0.70390 1.71986
C -4.37295 -0.13046 1.16813
C -5.19230 -0.85432 2.03862
C -2.54416 1.54423 0.86328
Pb -0.13211 -0.23472 0.39122
P 1.99764 0.67204 -1.05938
C -2.51233 1.41654 -0.50363
C -1.78840 2.30692 -1.39752
C -1.92653 2.15458 -2.80230
C -1.35239 3.07284 -3.67177
C -0.55312 4.09950 -3.15069
C -0.34251 4.22655 -1.77516
C -0.94865 3.32568 -0.90427
Br 0.35884 5.29906 -4.34192
H -2.01620 2.34876 1.39077
H -3.12170 0.66320 -0.99993
H -2.35638 1.19683 3.61205
H -4.53229 -0.22459 0.09661
H -3.99626 -0.08588 4.99508
H -5.97945 -1.48304 1.63165
H -2.52372 1.32989 -3.19350
H -0.79240 3.44852 0.16581
H -1.49399 3.00191 -4.74550
H 0.28824 5.01958 -1.39567
P -0.74375 -2.92477 -0.20003
C 2.64912 2.21654 -0.32938
C 3.40683 3.20563 -1.21694
H 3.27186 1.92105 0.52716
H 1.78692 2.75602 0.09709
H 3.73275 4.05617 -0.59825
H 4.30769 2.76919 -1.66256
H 2.78206 3.62439 -2.01481
C 1.56984 1.03764 -2.80306
C 2.66211 0.92731 -3.86756
H 1.12277 2.04174 -2.82298
H 0.75218 0.35512 -3.08807
H 2.22050 1.16064 -4.84939
H 3.48110 1.63854 -3.70475
H 3.08370 -0.08239 -3.93809
C 3.30354 -0.60937 -1.04937
C 4.75932 -0.16612 -1.19462
H 3.04868 -1.33261 -1.83740
H 3.20789 -1.15709 -0.09623
H 5.40907 -1.05209 -1.14244
H 4.96271 0.32398 -2.15364
H 5.06792 0.51036 -0.39146
C 0.34645 -4.13113 0.64616
C 1.84699 -3.84014 0.49628
H 0.09429 -5.14068 0.28776
H 0.09060 -4.09059 1.71738
H 2.44341 -4.64905 0.93729
H 2.15394 -3.74390 -0.55084
H 2.13921 -2.91980 1.02159
C -0.52170 -3.04134 -2.00725
C -1.35278 -2.04368 -2.82862
H -0.73125 -4.07890 -2.31022
H 0.54696 -2.85157 -2.20239
H -1.17909 -2.19347 -3.90181
H -2.42864 -2.15431 -2.65709
H -1.08762 -0.99617 -2.61753
C -2.47248 -3.35389 0.21760
C -2.73294 -3.41794 1.72941
H -2.73614 -4.30164 -0.27678
H -3.10981 -2.56724 -0.21978
H -3.79493 -3.61518 1.92773
H -2.14851 -4.20525 2.21902
H -2.49440 -2.46588 2.22741
Cl 1.75457 3.34254 4.89975
C 1.39414 1.73460 4.39049
C 1.54048 0.65949 5.27893
C 1.21597 -0.62310 4.83505
C 0.77318 -0.78849 3.52340
N 0.67883 0.25092 2.67121
C 0.94457 1.51484 3.08297
H 1.89078 0.85100 6.29400
H 1.30107 -1.49054 5.48929
H 0.48888 -1.76442 3.12472
H 0.80359 2.32089 2.36776